Below is 7 unconnected molecules or ions with the total composition C35H57F3NO20S in a non-equilibrium geometry, with properties calculated with the ωB97M-V functional and the def2-TZVPD basis.

Geometry as XYZ:
```
117
C35H57F3NO20S the ωB97M-V functional and the def2-TZVPD basis
C 2.154 -1.103 3.958
C 0.812 -1.975 3.487
O -0.240 -0.969 3.120
C -0.056 -0.530 1.715
C -0.164 1.102 1.506
C 1.247 1.643 0.870
C 1.799 0.970 -0.551
C 3.230 1.833 -0.614
C 4.248 1.522 -1.860
C 5.270 0.262 -1.626
O 4.644 -1.074 -1.892
C 6.056 0.266 -0.183
F 5.253 -0.295 0.948
F 6.640 1.603 0.165
F 7.227 -0.673 -0.337
N 2.654 3.258 -0.479
C 1.418 3.217 0.445
S 1.923 4.410 1.831
H 2.960 -1.242 3.089
H 2.561 -1.444 5.007
H 1.848 0.032 3.922
H 1.071 -2.699 2.582
H 0.439 -2.701 4.358
H 1.037 -0.859 1.413
H -0.821 -1.055 0.987
H -1.125 1.389 0.899
H -0.298 1.561 2.599
H 2.016 1.515 1.743
H 1.116 1.544 -1.333
H 1.881 -0.196 -0.617
H 3.760 1.729 0.449
H 4.804 2.527 -2.176
H 3.573 1.241 -2.801
H 6.117 0.363 -2.461
H 4.144 -1.394 -1.084
H 2.405 3.612 -1.434
H 3.385 3.922 -0.100
H 0.492 3.798 -0.018
H 2.148 3.715 3.034
C -1.748 8.787 -1.405
C -1.009 7.692 -0.656
C 0.132 8.190 0.178
O 0.971 7.050 0.249
C 0.759 6.352 -0.907
O 1.479 5.455 -1.314
O -0.352 6.814 -1.559
H -2.230 8.392 -2.304
H -2.504 9.250 -0.767
H -1.060 9.576 -1.735
H -1.718 7.095 -0.068
H -0.179 8.514 1.175
H 0.701 8.996 -0.300
C 3.994 3.819 -7.158
C 3.522 2.636 -6.332
C 2.500 1.783 -7.021
O 1.814 1.195 -5.929
C 1.891 2.096 -4.905
O 1.210 2.053 -3.893
O 2.812 3.070 -5.181
H 4.347 4.631 -6.515
H 4.797 3.522 -7.836
H 3.177 4.229 -7.766
H 4.384 2.049 -5.990
H 2.947 1.019 -7.664
H 1.773 2.360 -7.603
C -1.576 0.905 -4.320
C -2.048 -0.278 -3.495
C -3.070 -1.131 -4.184
O -3.756 -1.719 -3.092
C -3.679 -0.817 -2.068
O -4.360 -0.861 -1.056
O -2.758 0.156 -2.343
H -1.223 1.717 -3.677
H -0.773 0.609 -4.998
H -2.393 1.316 -4.929
H -1.186 -0.865 -3.152
H -2.623 -1.895 -4.826
H -3.797 -0.554 -4.766
C 0.912 -1.938 10.270
C 1.412 -1.728 8.852
C 0.572 -2.396 7.806
O 1.499 -2.583 6.751
C 2.722 -2.724 7.343
O 3.719 -3.146 6.779
O 2.672 -2.354 8.659
H 1.730 -1.856 10.991
H 0.139 -1.208 10.520
H 0.479 -2.939 10.394
H 1.539 -0.656 8.653
H -0.275 -1.783 7.485
H 0.204 -3.383 8.109
C -1.023 -7.487 4.323
C -2.033 -6.419 4.701
C -2.329 -5.445 3.601
O -2.748 -4.298 4.320
C -2.090 -4.341 5.517
O -2.004 -3.403 6.293
O -1.517 -5.567 5.715
H -0.502 -7.867 5.208
H -1.511 -8.318 3.810
H -0.253 -7.085 3.651
H -2.946 -6.887 5.092
H -3.112 -5.795 2.923
H -1.445 -5.169 3.016
C -6.691 -2.985 -3.483
C -7.320 -3.865 -4.547
C -7.257 -5.331 -4.241
O -7.312 -5.910 -5.532
C -6.739 -5.003 -6.379
O -6.384 -5.250 -7.520
O -6.593 -3.789 -5.765
H -6.347 -2.038 -3.909
H -7.403 -2.780 -2.680
H -5.814 -3.469 -3.035
H -8.347 -3.533 -4.752
H -8.089 -5.672 -3.619
H -6.313 -5.637 -3.775
```

- HOMO energy: -11.58 eV
- Charge: +1


Below is a molecular structure, C35H57HgN2O2P2 in a non-equilibrium geometry, with properties calculated with the ωB97M-V functional and the def2-TZVPD basis.

Geometry as XYZ:
```
99
C35H57HgN2O2P2 the ωB97M-V functional and the def2-TZVPD basis
C -0.965 2.868 -1.037
C -0.371 2.959 1.246
C -1.256 4.237 -1.071
C -0.524 4.377 1.218
C -0.988 5.000 0.071
H -1.650 4.664 -1.991
H -0.313 4.919 2.138
H -1.153 6.077 0.049
N -0.570 2.263 0.079
P 0.254 0.736 -2.408
P -0.324 0.475 2.519
C -1.077 2.007 -2.308
H -2.034 1.468 -2.297
H -1.074 2.645 -3.202
C 0.310 -2.838 -0.298
O -0.334 -3.704 0.091
C -0.070 2.223 2.427
H 0.250 2.794 3.300
C -2.134 0.197 3.096
C 0.844 -0.273 3.821
C -0.194 -0.595 -3.699
C 1.709 1.829 -2.988
C -2.556 -1.235 2.723
H -2.073 -1.991 3.351
H -3.644 -1.320 2.867
H -2.337 -1.458 1.675
C -2.298 0.397 4.609
H -1.797 -0.375 5.204
H -1.954 1.386 4.935
H -3.371 0.332 4.846
C -3.054 1.207 2.393
H -4.101 0.908 2.561
H -2.926 2.220 2.797
H -2.884 1.234 1.314
C 0.444 -1.732 4.130
H 0.332 -2.324 3.210
H 1.250 -2.192 4.722
H -0.478 -1.814 4.719
C 2.264 -0.293 3.248
H 2.347 -0.965 2.386
H 2.599 0.709 2.952
H 2.956 -0.660 4.023
C 0.900 0.584 5.090
H -0.049 0.639 5.630
H 1.638 0.128 5.767
H 1.235 1.602 4.863
C 2.907 0.906 -3.256
H 3.809 1.526 -3.384
H 3.084 0.236 -2.401
H 2.792 0.311 -4.174
C 2.067 2.781 -1.832
H 1.370 3.626 -1.765
H 2.074 2.257 -0.868
H 3.076 3.187 -2.003
C 1.409 2.700 -4.223
H 2.322 3.272 -4.452
H 1.154 2.124 -5.118
H 0.609 3.428 -4.038
C -1.605 -1.146 -3.438
H -2.372 -0.363 -3.510
H -1.827 -1.906 -4.204
H -1.685 -1.624 -2.457
C 0.806 -1.760 -3.564
H 0.801 -2.185 -2.547
H 0.505 -2.554 -4.266
H 1.831 -1.464 -3.824
C -0.169 -0.035 -5.126
H -0.808 0.853 -5.229
H 0.844 0.196 -5.479
H -0.572 -0.805 -5.802
Hg 0.285 -0.124 0.063
N -2.273 -0.535 -0.448
C -3.429 -0.386 -0.595
C -4.822 -0.393 -0.822
C -5.387 -1.524 -1.431
C -5.620 0.699 -0.441
C -6.761 -1.566 -1.652
H -4.732 -2.353 -1.712
C -6.997 0.638 -0.657
H -5.146 1.571 0.016
C -7.565 -0.489 -1.262
H -7.193 -2.445 -2.128
H -7.620 1.477 -0.351
H -8.641 -0.527 -1.432
C 5.121 0.464 1.275
C 3.931 0.825 0.413
O 3.010 -0.239 0.106
C 3.509 -1.595 0.108
C 3.992 -2.022 -1.256
H 4.826 0.062 2.249
H 5.679 1.388 1.456
H 5.797 -0.238 0.778
H 3.324 1.597 0.911
H 4.262 1.231 -0.555
H 4.307 -1.691 0.859
H 2.667 -2.228 0.426
H 4.779 -1.356 -1.627
H 4.400 -3.033 -1.174
H 3.180 -2.063 -1.990
```

- HOMO energy: -8.65 eV
- Charge: +1


Below is a molecular structure, C35H57O5PRuS2Se, with properties calculated with the ωB97M-V functional and the def2-TZVPD basis.

Geometry as XYZ:
```
102
C35H57O5PRuS2Se the ωB97M-V functional and the def2-TZVPD basis
Ru -0.695 -0.052 -0.745
C 2.854 4.573 4.754
C 2.276 3.214 5.174
C 1.419 3.405 6.433
C 3.444 2.295 5.533
C 1.426 2.644 4.043
C 1.710 1.453 3.391
C 0.929 1.005 2.341
Se 1.478 -0.554 1.389
C 2.757 0.330 0.260
C 3.921 0.871 0.782
C 4.822 1.551 -0.022
C 4.512 1.638 -1.385
C 3.368 1.106 -1.952
C 2.430 0.427 -1.109
O 1.351 -0.097 -1.598
C 3.066 1.249 -3.444
C 1.773 2.055 -3.631
C 4.183 1.977 -4.197
C 2.906 -0.138 -4.085
C 6.090 2.213 0.512
C 6.245 2.023 2.021
C 6.041 3.722 0.231
C 7.328 1.619 -0.175
C -0.227 1.691 1.891
O -0.948 1.251 0.918
C -0.541 2.906 2.579
C 0.300 3.334 3.595
C -1.714 3.833 2.218
C -2.477 4.252 3.488
C -1.143 5.089 1.538
C -2.757 3.222 1.278
H 3.467 5.000 5.555
H 2.060 5.283 4.517
H 3.475 4.463 3.863
H 2.023 3.803 7.255
H 0.986 2.454 6.747
H 0.596 4.097 6.250
H 4.025 2.737 6.348
H 4.113 2.147 4.684
H 3.093 1.314 5.859
H 2.557 0.847 3.684
H 4.101 0.762 1.843
H 5.206 2.161 -2.031
H 1.899 3.066 -3.233
H 0.935 1.594 -3.110
H 1.535 2.133 -4.698
H 4.327 2.996 -3.831
H 3.911 2.040 -5.254
H 5.138 1.449 -4.127
H 2.081 -0.678 -3.625
H 3.823 -0.721 -3.963
H 2.711 -0.029 -5.157
H 5.406 2.462 2.564
H 7.162 2.512 2.363
H 6.304 0.967 2.289
H 5.174 4.171 0.719
H 5.958 3.921 -0.838
H 6.945 4.216 0.602
H 7.386 0.545 0.008
H 8.242 2.088 0.202
H 7.289 1.770 -1.255
H 0.067 4.278 4.074
H -1.868 4.839 4.176
H -2.835 3.369 4.021
H -3.343 4.861 3.212
H -0.439 5.611 2.191
H -1.949 5.781 1.273
H -0.611 4.813 0.626
H -3.254 2.374 1.749
H -2.318 2.865 0.352
H -3.512 3.988 1.063
C -1.445 -4.602 -1.324
C -0.348 -3.871 -0.576
O -0.841 -3.212 0.585
P -1.611 -1.792 0.678
S -1.709 -1.420 2.608
S -1.316 -1.273 -2.406
O -3.082 -2.255 0.126
C -4.022 -1.300 -0.354
C -4.446 -0.292 0.694
H -1.007 -5.248 -2.089
H -2.116 -3.892 -1.804
H -2.027 -5.217 -0.634
H 0.154 -3.154 -1.228
H 0.401 -4.575 -0.202
H -4.878 -1.893 -0.691
H -3.600 -0.795 -1.230
H -4.785 -0.791 1.602
H -5.255 0.327 0.293
H -3.614 0.357 0.967
C -2.114 1.783 -3.846
C -2.009 2.290 -2.405
C -1.800 3.807 -2.419
O -0.969 1.722 -1.692
H -2.966 2.249 -4.355
H -2.234 0.702 -3.872
H -1.202 2.035 -4.392
H -2.981 2.093 -1.908
H -0.852 4.031 -2.914
H -1.751 4.195 -1.402
H -2.605 4.321 -2.955
```

- HOMO energy (alpha / beta): -1.86 / -1.80 eV
- Charge: -2
- ⟨S²⟩: 6.0301
- Multiplicity: 5


For reference, DFT total energy by record: -3624.81962 -2463.73435 -5378.22662 hartree.